This record from the OMol25 dataset describes a cluster of 2 separate species, C2H11N4 in total. The level of theory is ωB97M-V/def2-TZVPD.

Properties
Relative energy (zero: lowest compared OMol25 entry of this formula, charge and spin) in kJ/mol: 80.5
Charge: +1
Spin multiplicity: 1
Highest occupied orbital energy in eV: -13.504

CARTESIAN COORDINATES (ANGSTROEM)
N -1.756 1.127 -0.579
C -0.572 0.989 -1.297
N -0.145 2.122 -1.889
N 0.136 -0.108 -1.361
H -2.149 0.216 -0.376
H -2.456 1.687 -1.052
H -0.309 3.000 -1.417
H 0.778 2.056 -2.298
H -0.480 -0.912 -1.490
C 1.002 -1.997 1.652
N 0.730 -0.558 1.315
H 0.096 -2.558 1.483
H 1.799 -2.353 1.011
H 1.307 -2.070 2.689
H -0.025 -0.191 1.887
H 0.480 -0.468 0.270
H 1.565 0.018 1.453

How positive or negative is each atom? The natural (NBO) charges in e answer that: -0.82, 0.63, -0.77, -0.91, 0.38, 0.40, 0.40, 0.42, 0.36, -0.42, -0.71, 0.23, 0.24, 0.23, 0.43, 0.46, 0.43

This record from the OMol25 dataset describes a cluster of 2 separate species, C2H11N4 in total. The level of theory is ωB97M-V/def2-TZVPD.

Properties
Relative energy (zero: lowest compared OMol25 entry of this formula, charge and spin) in kJ/mol: 216.2
Charge: +1
Spin multiplicity: 1
Highest occupied orbital energy in eV: -13.404

CARTESIAN COORDINATES (ANGSTROEM)
C 1.454 -0.993 0.265
C 0.240 -0.228 0.608
N 0.283 0.976 1.024
N -2.172 -0.019 0.775
N -1.038 -0.822 0.552
N 0.637 1.066 -2.714
H 2.231 -0.384 0.791
H 1.400 -0.848 -0.771
H 1.423 -1.980 0.584
H 1.054 1.574 1.042
H -0.712 1.362 1.454
H -2.629 -0.348 1.649
H -2.888 -0.112 0.039
H -1.171 -1.670 0.123
H -0.250 0.929 -3.017
H 0.787 2.030 -2.498
H 1.269 0.587 -3.376

How positive or negative is each atom? The natural (NBO) charges in e answer that: -0.67, 0.59, -0.71, -0.67, -0.41, -1.11, 0.25, 0.28, 0.26, 0.43, 0.46, 0.38, 0.39, 0.40, 0.36, 0.38, 0.39

This record from the OMol25 dataset describes a cluster of 3 separate species, C2H11N4O in total. The level of theory is ωB97M-V/def2-TZVPD.

Properties
Relative energy (zero: lowest compared OMol25 entry of this formula, charge and spin) in kJ/mol: 460.9
Charge: +1
Spin multiplicity: 1
Highest occupied orbital energy (alpha / beta) in eV: -11.722 / -12.461

CARTESIAN COORDINATES (ANGSTROEM)
C 0.091 -1.135 -0.548
C 0.151 -0.040 -1.487
N 0.573 1.153 -1.067
N 1.928 1.634 1.072
N -1.870 -1.958 0.641
N -1.964 -1.359 1.769
O -0.431 -0.083 -2.695
H 0.597 -0.745 0.273
H -0.068 -2.091 -0.972
H -2.505 -1.543 -0.035
H 0.791 1.358 -0.035
H 0.707 1.957 -1.605
H 2.147 2.264 0.271
H 1.773 2.248 1.884
H 2.756 1.123 1.288
H -1.337 -1.619 2.565
H -2.376 -0.350 1.753
H -0.961 -0.816 -3.072

How positive or negative is each atom? The natural (NBO) charges in e answer that: -0.53, 0.61, -0.78, -1.07, -0.25, -0.45, -0.67, 0.21, 0.24, 0.35, 0.44, 0.41, 0.37, 0.39, 0.40, 0.41, 0.38, 0.53

This record from the OMol25 dataset describes an isolated molecule of C2H11N4P. The level of theory is ωB97M-V/def2-TZVPD.

Properties
Relative energy (zero: lowest compared OMol25 entry of this formula, charge and spin) in kJ/mol: 0.0
Structure (SMILES): CN(C)P(=N)(N)N
Charge: 0
Spin multiplicity: 1
Highest occupied orbital energy in eV: -8.723

CARTESIAN COORDINATES (ANGSTROEM)
C -1.613 0.991 -0.009
N -0.691 -0.137 0.192
C -1.270 -1.427 0.075
P 1.020 -0.060 0.045
N 1.877 -1.313 0.434
N 1.242 0.354 -1.498
N 1.410 1.433 0.916
H -1.121 1.879 0.101
H -2.183 0.990 -0.912
H -2.281 0.850 0.716
H -2.202 -1.504 0.606
H -1.529 -1.715 -1.033
H -0.649 -2.226 0.332
H 1.513 -1.616 1.264
H 1.807 -0.218 -1.973
H 1.007 1.173 -1.932
H 2.449 1.316 0.751
H 1.215 1.231 1.924

How positive or negative is each atom? The natural (NBO) charges in e answer that: -0.39, -0.78, -0.40, 2.17, -1.31, -1.20, -1.15, 0.21, 0.18, 0.19, 0.19, 0.15, 0.22, 0.35, 0.40, 0.40, 0.38, 0.38

This record from the OMol25 dataset describes a cluster of 2 separate species, C2H11N9 in total. The level of theory is ωB97M-V/def2-TZVPD.

Properties
Relative energy (zero: lowest compared OMol25 entry of this formula, charge and spin) in kJ/mol: 228.6
Charge: +2
Spin multiplicity: 1
Highest occupied orbital energy (alpha / beta) in eV: -15.450 / -15.449

CARTESIAN COORDINATES (ANGSTROEM)
C -2.723 0.658 0.127
C 2.986 0.083 0.037
N -0.991 -4.278 -0.315
N -0.970 -3.097 -0.641
N -4.064 0.738 0.418
N -2.112 1.774 -0.166
N 3.365 1.178 0.684
N -0.468 -2.085 -0.172
N -0.793 -0.864 -0.050
N 3.776 -0.345 -0.885
N -2.166 -0.562 0.139
H -1.208 -4.972 -0.953
H -4.558 1.565 0.135
H -4.695 -0.138 0.399
H -2.467 2.718 -0.320
H -1.138 1.925 0.269
H 2.736 1.598 1.344
H 4.095 1.821 0.297
H 2.420 -0.693 0.556
H 4.668 0.158 -1.169
H 3.842 -1.278 -1.156
H -2.833 -1.308 0.364

How positive or negative is each atom? The natural (NBO) charges in e answer that: 0.67, 0.38, -0.28, 0.08, -0.75, -0.77, -0.70, 0.03, -0.09, -0.67, -0.44, 0.38, 0.43, 0.43, 0.45, 0.43, 0.43, 0.44, 0.25, 0.43, 0.43, 0.41

This record from the OMol25 dataset describes a cluster of 3 separate species, C2H11NO2 in total. The level of theory is ωB97M-V/def2-TZVPD.

Properties
Relative energy (zero: lowest compared OMol25 entry of this formula, charge and spin) in kJ/mol: 87.7
Structure (SMILES): CCN.O.O
Charge: 0
Spin multiplicity: 1
Highest occupied orbital energy in eV: -9.789

CARTESIAN COORDINATES (ANGSTROEM)
C -0.232 -1.884 1.267
C -0.651 -1.270 -0.049
N 0.368 -1.387 -1.152
H 0.081 -2.930 1.165
H -1.174 -2.000 1.821
H 0.515 -1.425 1.910
H -0.926 -0.219 0.063
H -1.595 -1.709 -0.379
H 1.011 -2.091 -0.773
H 0.934 -0.566 -0.964
O 1.161 2.296 -1.518
H 0.599 2.977 -1.817
H 1.679 2.016 -2.273
O -0.678 3.083 0.954
H -0.048 2.773 0.293
H -1.045 2.338 1.451

How positive or negative is each atom? The natural (NBO) charges in e answer that: -0.64, -0.23, -0.81, 0.20, 0.21, 0.21, 0.18, 0.18, 0.34, 0.34, -0.95, 0.47, 0.48, -0.96, 0.48, 0.47

This record from the OMol25 dataset describes a structure of composition C2H11NO2. The level of theory is ωB97M-V/def2-TZVPD.

Properties
Relative energy (zero: lowest compared OMol25 entry of this formula, charge and spin) in kJ/mol: 135.0
Charge: 0
Spin multiplicity: 1
Highest occupied orbital energy in eV: -9.602

CARTESIAN COORDINATES (ANGSTROEM)
H 0.537 -0.175 0.054
O 1.573 0.043 0.558
N -0.586 -0.431 -0.537
H 1.660 -0.649 1.229
H -0.447 -0.633 -1.525
C -1.457 0.732 -0.476
H -1.627 1.025 0.562
H -1.013 1.639 -0.893
H -2.432 0.673 -0.962
C -1.263 -1.688 -0.130
H -2.150 -1.474 0.462
H -1.567 -2.318 -0.966
H -0.586 -2.328 0.437
O 3.298 2.225 0.766
H 2.430 1.972 0.389
H 3.630 1.386 1.034

How positive or negative is each atom? The natural (NBO) charges in e answer that: 0.46, -1.10, -0.58, 0.45, 0.38, -0.43, 0.21, 0.22, 0.19, -0.42, 0.21, 0.20, 0.21, -0.96, 0.49, 0.47

This record from the OMol25 dataset describes a cluster of 3 separate species, C2H11NO2 in total. The level of theory is ωB97M-V/def2-TZVPD.

Properties
Relative energy (zero: lowest compared OMol25 entry of this formula, charge and spin) in kJ/mol: 73.7
Structure (SMILES): CNC.O.O
Charge: 0
Spin multiplicity: 1
Highest occupied orbital energy in eV: -9.464

CARTESIAN COORDINATES (ANGSTROEM)
C 1.590 -0.644 0.713
N 0.720 -0.928 -0.414
C -0.554 -1.536 -0.018
H 1.991 -1.509 1.239
H 2.359 0.065 0.419
H 0.974 -0.219 1.509
H 1.173 -1.542 -1.079
H -1.338 -1.336 -0.751
H -0.913 -1.119 0.920
H -0.465 -2.624 0.079
O -2.217 2.395 0.654
H -1.599 2.143 1.350
H -1.823 1.945 -0.123
O -0.130 1.845 -1.198
H -0.208 2.014 -2.144
H 0.440 1.051 -1.158

How positive or negative is each atom? The natural (NBO) charges in e answer that: -0.42, -0.65, -0.42, 0.17, 0.20, 0.19, 0.36, 0.20, 0.20, 0.18, -0.96, 0.46, 0.49, -0.97, 0.47, 0.50

This record from the OMol25 dataset describes a cluster of 3 separate species, C2H11NO2 in total. The level of theory is ωB97M-V/def2-TZVPD.

Properties
Relative energy (zero: lowest compared OMol25 entry of this formula, charge and spin) in kJ/mol: 165.3
Structure (SMILES): CNC.O.O
Charge: 0
Spin multiplicity: 1
Highest occupied orbital energy in eV: -7.852

CARTESIAN COORDINATES (ANGSTROEM)
C 0.274 0.726 -0.395
N 0.823 1.847 0.374
C 0.122 3.040 0.878
H -0.580 1.078 -1.006
H -0.275 0.016 0.260
H 1.057 0.521 -1.107
H 1.747 2.102 0.070
H -0.021 2.909 1.953
H 0.697 3.960 0.764
H -0.872 3.071 0.414
O -0.781 -1.927 -1.702
H -0.257 -2.158 -2.464
H -1.025 -2.641 -1.114
O -0.304 -4.201 0.608
H -0.577 -3.496 1.209
H -0.026 -4.847 1.258

How positive or negative is each atom? The natural (NBO) charges in e answer that: -0.40, -0.66, -0.41, 0.17, 0.19, 0.21, 0.35, 0.18, 0.19, 0.18, -0.97, 0.48, 0.49, -0.94, 0.47, 0.47

This record from the OMol25 dataset describes a cluster of 3 separate species, C2H11NO2S2 in total. The level of theory is ωB97M-V/def2-TZVPD.

Properties
Relative energy (zero: lowest compared OMol25 entry of this formula, charge and spin) in kJ/mol: 172.8
Structure (SMILES): NCCSS.O.O
Charge: 0
Spin multiplicity: 1
Highest occupied orbital energy in eV: -9.048

CARTESIAN COORDINATES (ANGSTROEM)
N 0.531 0.528 -2.075
C 1.057 -0.252 -0.984
C 1.553 0.619 0.204
S 2.085 -0.589 1.476
S 1.440 0.537 3.154
H 1.175 0.738 -2.904
H -0.124 -0.155 -2.478
H 1.935 -0.922 -1.292
H 0.352 -0.957 -0.519
H 0.774 1.373 0.597
H 2.461 1.269 -0.155
H 0.162 0.792 3.231
O -2.815 -0.329 -1.562
H -3.391 -0.878 -2.093
H -3.455 -0.243 -0.787
O -1.637 -0.366 2.248
H -0.710 0.050 2.267
H -1.394 -1.215 1.674

How positive or negative is each atom? The natural (NBO) charges in e answer that: -0.83, -0.24, -0.54, 0.12, -0.15, 0.36, 0.37, 0.16, 0.20, 0.24, 0.22, 0.10, -0.93, 0.46, 0.47, -0.94, 0.45, 0.47

This record from the OMol25 dataset describes a cluster of 4 separate species, C2H11NO3 in total. The level of theory is ωB97M-V/def2-TZVPD.

Properties
Relative energy (zero: lowest compared OMol25 entry of this formula, charge and spin) in kJ/mol: 17.8
Charge: -1
Spin multiplicity: 2
Highest occupied orbital energy (alpha / beta) in eV: 0.795 / -4.794

CARTESIAN COORDINATES (ANGSTROEM)
C -1.027 -1.526 -0.446
C 0.261 -1.226 -0.607
N 1.263 -0.956 0.293
H -1.494 -1.773 0.490
H -1.723 -1.552 -1.265
H 0.578 -1.185 -1.656
H 1.058 -1.117 1.268
H 2.141 -0.622 -0.045
H -1.112 1.619 -2.464
H 0.259 2.235 -2.235
O -0.197 1.572 -2.769
H 0.888 2.084 0.772
H 0.237 1.254 -0.299
O 0.222 2.159 0.047
H -0.338 0.443 3.191
H -0.915 -0.975 2.897
O -0.101 -0.431 2.827

How positive or negative is each atom? The natural (NBO) charges in e answer that: -0.60, -0.01, -0.87, 0.19, 0.19, 0.18, 0.43, 0.37, 0.47, 0.48, -0.97, 0.43, 0.48, -1.07, 0.33, 0.39, -1.42

This record from the OMol25 dataset describes a cluster of 3 separate species, C2H11NO3 in total. The level of theory is ωB97M-V/def2-TZVPD.

Properties
Relative energy (zero: lowest compared OMol25 entry of this formula, charge and spin) in kJ/mol: 94.9
Structure (SMILES): NCCO.O.O
Charge: 0
Spin multiplicity: 1
Highest occupied orbital energy in eV: -9.677

CARTESIAN COORDINATES (ANGSTROEM)
N 1.500 -0.961 1.920
C 1.170 -1.211 0.494
C -0.331 -1.330 0.236
O -0.703 -0.585 -0.921
H 1.714 0.017 2.035
H 2.391 -1.422 2.093
H 1.713 -0.476 -0.117
H 1.675 -2.121 0.153
H -0.530 -2.406 0.191
H -0.853 -0.923 1.105
H -1.630 -0.415 -0.829
O -1.536 2.501 -3.564
H -0.592 2.654 -3.671
H -1.873 2.362 -4.449
O -0.613 1.766 1.937
H -0.721 1.617 1.014
H -0.782 0.932 2.374

How positive or negative is each atom? The natural (NBO) charges in e answer that: -0.84, -0.25, -0.08, -0.72, 0.36, 0.35, 0.19, 0.18, 0.16, 0.16, 0.47, -0.94, 0.47, 0.47, -0.94, 0.47, 0.47